# 1
Below is a molecular structure, C38H36N6O4S2SiY in a non-equilibrium geometry, with properties calculated with the ωB97M-V functional and the def2-TZVPD basis.

Last column: Mulliken charge in e.
Geometry (Å):
1 Y -0.397 -0.288 -0.738  -0.40
2 O -3.158 -0.755 -4.156  -0.83
3 C -2.201 -0.621 -3.384  -0.22
4 N -2.257 -0.481 -2.064  0.63
5 C -3.602 -0.410 -1.526  -1.34
6 C -3.671 0.482 -0.327  0.78
7 C -4.836 0.575 0.438  -0.61
8 C -4.881 1.466 1.491  -0.56
9 C -3.783 2.282 1.719  -0.95
10 C -2.665 2.113 0.920  -0.73
11 N -2.592 1.208 -0.047  0.12
12 C -0.807 -0.561 -3.958  0.89
13 C -0.569 -1.079 -5.225  -0.72
14 C 0.685 -0.937 -5.787  -0.55
15 C 1.649 -0.236 -5.082  -1.08
16 C 1.321 0.258 -3.830  0.18
17 N 0.138 0.077 -3.257  0.17
18 H -3.997 -1.402 -1.258  0.19
19 H -4.267 -0.011 -2.311  0.59
20 H -5.682 -0.054 0.203  0.46
21 H -5.756 1.533 2.122  0.41
22 H -3.787 3.024 2.501  0.45
23 H -1.784 2.732 1.028  0.92
24 H -1.370 -1.590 -5.733  0.49
25 H 0.905 -1.358 -6.759  0.40
26 H 2.638 -0.075 -5.482  0.47
27 H 2.035 0.855 -3.277  0.18
28 C -2.320 -3.642 -1.174  -1.51
29 Si -2.213 -3.112 0.654  0.66
30 C -1.278 -4.597 1.460  -1.37
31 C -4.085 -3.131 1.187  -1.58
32 N -1.373 -1.648 1.068  1.11
33 C -1.240 -1.321 2.388  0.26
34 C -1.966 -1.911 3.445  -0.65
35 C -1.779 -1.579 4.771  -1.21
36 C -0.823 -0.649 5.139  -0.85
37 C -0.091 -0.038 4.137  -0.84
38 C -0.315 -0.330 2.804  0.27
39 O 0.441 0.319 1.816  0.18
40 C 0.925 1.562 2.165  0.41
41 C 2.275 1.829 1.968  -0.43
42 C 2.782 3.085 2.245  -0.45
43 C 1.957 4.076 2.742  -0.75
44 C 0.622 3.798 2.987  -1.02
45 C 0.109 2.546 2.720  -0.05
46 H -3.107 -4.384 -1.300  0.47
47 H -1.394 -4.097 -1.507  0.41
48 H -2.529 -2.828 -1.854  0.27
49 H -1.827 -5.526 1.347  0.40
50 H -1.057 -4.459 2.513  0.42
51 H -0.331 -4.716 0.942  0.23
52 H -4.694 -3.615 0.426  0.41
53 H -4.464 -2.120 1.316  0.35
54 H -4.268 -3.663 2.117  0.56
55 H -2.715 -2.644 3.207  0.30
56 H -2.384 -2.059 5.529  0.39
57 H -0.643 -0.395 6.173  0.41
58 H 0.668 0.689 4.392  0.47
59 H 2.906 1.044 1.581  0.44
60 H 3.829 3.286 2.073  0.40
61 H 2.352 5.060 2.945  0.39
62 H -0.023 4.564 3.392  0.38
63 H -0.920 2.316 2.949  0.93
64 O 4.040 0.334 -1.733  -0.35
65 C 2.979 0.832 -1.106  -0.36
66 O 2.084 0.155 -0.597  1.36
67 C 3.015 2.295 -1.074  0.37
68 C 4.265 2.918 -1.161  -1.22
69 C 4.393 4.285 -1.145  -0.79
70 C 3.242 5.071 -1.060  -0.63
71 C 2.012 4.479 -0.966  -0.85
72 C 1.844 3.080 -0.957  1.57
73 S 0.230 2.506 -0.848  -0.33
74 H 5.135 2.282 -1.226  0.43
75 H 5.367 4.747 -1.205  0.40
76 H 3.325 6.151 -1.068  0.37
77 H 1.120 5.082 -0.890  0.48
78 S 0.657 -2.692 -1.871  -0.57
79 C 2.266 -2.232 -1.513  0.15
80 N 2.642 -2.511 -0.207  0.23
81 C 3.940 -2.332 0.174  -0.34
82 C 4.789 -1.695 -0.637  -0.87
83 C 4.250 -1.122 -1.908  0.09
84 N 3.064 -1.733 -2.385  -0.53
85 H 1.941 -2.922 0.393  0.04
86 H 4.231 -2.757 1.125  0.41
87 H 5.832 -1.559 -0.412  0.42
88 H 5.000 -1.117 -2.712  0.36

* strongest force on any atom: 1.2 eV Å⁻¹
* E_tot: -87721.69728 eV
* highest occupied orbital energy: -4.6509 eV
* charge: -1
* Kohn-Sham gap: 7.2 eV

=====

# 2
Below is a molecular structure, C38H36N8O4SeSr, with properties calculated with the ωB97M-V functional and the def2-TZVPD basis.

Last column: Mulliken charge in e.
Geometry (Å):
1 Sr -1.018 0.064 0.044  2.19
2 O -0.784 0.090 -4.801  -0.65
3 C -0.113 -1.051 -5.036  0.31
4 C 0.243 -1.318 -6.361  -0.71
5 C 0.923 -2.472 -6.683  -0.32
6 C 1.262 -3.393 -5.695  -0.81
7 C 0.911 -3.135 -4.388  -0.43
8 C 0.225 -1.972 -4.024  0.28
9 C -0.123 -1.725 -2.600  0.30
10 O -0.725 -0.643 -2.311  0.09
11 N 0.254 -2.660 -1.729  -1.18
12 N -0.125 -2.319 -0.454  0.84
13 C 0.117 -3.154 0.477  -1.09
14 C -0.196 -2.826 1.882  0.89
15 C 0.194 -3.724 2.874  -0.95
16 C -0.029 -3.401 4.203  -0.41
17 C -0.634 -2.194 4.500  -0.89
18 C -1.004 -1.366 3.448  -0.32
19 N -0.802 -1.665 2.176  0.44
20 H -0.874 0.129 -3.814  0.12
21 H -0.025 -0.591 -7.114  0.43
22 H 1.195 -2.661 -7.714  0.38
23 H 1.795 -4.300 -5.946  0.41
24 H 1.159 -3.838 -3.605  0.43
25 H 0.593 -4.112 0.264  0.25
26 H 0.678 -4.649 2.594  0.45
27 H 0.273 -4.078 4.990  0.43
28 H -0.816 -1.881 5.518  0.44
29 H -1.475 -0.406 3.633  0.34
30 O 0.936 0.702 1.013  -0.80
31 C 1.274 1.106 2.182  0.00
32 C 2.445 0.601 2.807  -0.14
33 C 2.891 1.067 4.020  -0.52
34 C 2.181 2.046 4.712  -1.06
35 C 0.997 2.501 4.168  -1.05
36 C 0.512 2.052 2.935  0.64
37 C -0.819 2.522 2.533  -0.14
38 N -1.770 1.879 1.871  0.99
39 C -2.889 2.669 1.926  -0.53
40 C -2.626 3.811 2.612  -1.09
41 N -1.311 3.704 2.994  -0.06
42 H 2.977 -0.181 2.283  0.56
43 H 3.799 0.653 4.445  0.45
44 H 2.522 2.412 5.670  0.37
45 H 0.407 3.197 4.754  0.39
46 H -3.815 2.367 1.466  0.33
47 H -3.229 4.667 2.856  0.44
48 H -0.770 4.389 3.488  0.25
49 O -1.268 2.201 -1.353  -0.20
50 C -2.407 2.971 -1.697  -0.60
51 C -3.325 2.297 -2.707  -0.76
52 C -3.746 0.857 -2.388  -0.07
53 C -4.404 0.610 -1.055  0.58
54 C -5.702 1.038 -0.792  -0.74
55 C -6.295 0.705 0.412  -0.53
56 C -5.574 -0.042 1.334  -0.70
57 C -4.276 -0.397 1.012  -0.25
58 N -3.712 -0.088 -0.153  -0.10
59 H -0.585 2.186 -2.044  -0.15
60 H -2.089 3.948 -2.076  0.40
61 H -2.929 3.142 -0.751  0.21
62 H -2.840 2.283 -3.687  0.43
63 H -4.213 2.928 -2.815  0.46
64 H -2.892 0.186 -2.471  -0.42
65 H -4.453 0.552 -3.166  0.56
66 H -6.242 1.604 -1.539  0.46
67 H -7.308 1.013 0.629  0.41
68 H -5.997 -0.331 2.285  0.45
69 H -3.659 -0.951 1.711  0.31
70 C 4.203 2.402 -0.376  -1.01
71 N 3.865 1.031 -0.670  0.27
72 C 2.909 0.626 -1.538  -0.41
73 Se 1.999 1.687 -2.742  -0.25
74 N 2.808 -0.714 -1.430  0.35
75 C 3.672 -1.182 -0.468  0.48
76 C 3.913 -2.451 0.034  -0.56
77 C 4.873 -2.558 1.027  -0.63
78 C 5.572 -1.445 1.497  -0.64
79 C 5.333 -0.175 0.995  -0.54
80 C 4.365 -0.065 0.009  0.18
81 H 3.737 3.027 -1.134  0.30
82 H 5.286 2.529 -0.405  0.36
83 H 3.823 2.669 0.612  0.30
84 H 2.124 -1.275 -1.918  0.00
85 H 3.375 -3.311 -0.337  0.47
86 H 5.091 -3.532 1.447  0.41
87 H 6.315 -1.577 2.271  0.40
88 H 5.859 0.690 1.373  0.44

* strongest force on any atom: 0.7 eV Å⁻¹
* E_tot: -126289.26533 eV
* highest occupied orbital energy: -7.0478 eV
* Kohn-Sham gap: 7.0 eV
* ΔE to the lowest compared entry with this formula, charge and spin: 15.23 kJ/mol

=====

# 3
Below is a molecular structure, C38H37FN3O2PS2TcTe in a non-equilibrium geometry, with properties calculated with the ωB97M-V functional and the def2-TZVPD basis.

Last column: Mulliken charge in e.
Geometry (Å):
1 Tc 0.547 -0.701 -0.138  -0.10
2 C 1.944 -3.763 2.551  -0.90
3 C 2.974 -4.344 1.846  -0.67
4 C 3.283 -3.859 0.578  -0.52
5 C 2.585 -2.802 0.084  0.69
6 N 1.594 -2.250 0.790  0.64
7 C 1.262 -2.704 1.990  -0.30
8 C 2.779 -2.220 -1.278  -0.14
9 C 3.684 -2.587 -2.229  -0.68
10 C 3.649 -1.925 -3.461  -1.04
11 C 2.719 -0.935 -3.702  -0.68
12 C 1.823 -0.604 -2.709  -0.70
13 N 1.916 -1.254 -1.561  0.33
14 C 0.690 0.410 -2.772  4.04
15 C 0.180 0.542 -4.190  -1.59
16 C -0.863 -0.167 -4.610  -0.51
17 C -1.587 -1.040 -3.685  -1.35
18 C -1.305 -0.962 -2.383  -0.95
19 N -0.331 -0.118 -1.844  0.07
20 H 1.654 -4.120 3.525  0.48
21 H 3.544 -5.158 2.267  0.47
22 H 4.085 -4.288 -0.011  0.43
23 H 0.462 -2.186 2.496  0.58
24 H 4.377 -3.398 -2.057  0.49
25 H 4.343 -2.214 -4.243  0.44
26 H 2.649 -0.438 -4.661  0.55
27 H 0.697 1.211 -4.874  0.58
28 H -1.172 -0.104 -5.648  0.47
29 H -2.375 -1.692 -4.027  0.47
30 H -1.822 -1.612 -1.679  1.09
31 C 5.485 -0.518 2.353  -1.00
32 C 4.517 0.468 2.942  -0.24
33 O 3.285 -0.232 3.255  -0.30
34 P 1.841 0.392 2.913  0.15
35 S -1.197 -0.005 1.425  -0.03
36 S 2.055 0.826 0.817  -0.25
37 O 2.094 1.890 3.501  -0.28
38 C 0.975 2.808 3.532  -0.17
39 C -0.030 2.399 4.578  -0.95
40 H 6.404 -0.015 2.052  0.40
41 H 5.058 -0.996 1.472  0.09
42 H 5.757 -1.295 3.073  0.29
43 H 4.307 1.286 2.254  0.37
44 H 4.873 0.900 3.881  0.32
45 H 0.550 2.893 2.524  0.20
46 H 1.424 3.773 3.772  0.33
47 H -0.502 1.449 4.336  0.17
48 H -0.820 3.143 4.646  0.40
49 H 0.442 2.305 5.555  0.31
50 Te -3.117 0.034 0.115  0.44
51 C -4.459 1.094 1.356  0.55
52 C -5.630 1.524 0.728  -0.56
53 C -6.627 2.165 1.463  -0.69
54 C -6.446 2.360 2.829  -0.45
55 C -5.281 1.931 3.453  -0.65
56 C -4.281 1.296 2.728  -0.01
57 C -3.802 -1.865 0.798  0.63
58 C -4.429 -2.749 -0.064  -0.34
59 C -4.887 -3.983 0.408  -0.64
60 C -4.702 -4.318 1.742  -0.40
61 C -4.071 -3.427 2.616  -0.83
62 C -3.625 -2.201 2.143  -0.32
63 H -5.777 1.382 -0.338  0.33
64 H -7.547 2.475 0.986  0.40
65 H -7.219 2.850 3.413  0.38
66 H -5.138 2.069 4.523  0.40
67 H -3.376 0.976 3.230  0.29
68 H -4.579 -2.522 -1.112  0.42
69 H -5.365 -4.672 -0.272  0.41
70 H -5.046 -5.276 2.114  0.39
71 H -3.925 -3.675 3.660  0.42
72 H -3.101 -1.535 2.815  0.27
73 F 2.055 5.796 -5.975  -0.32
74 C 1.839 4.836 -5.052  0.39
75 C 2.882 3.993 -4.722  -0.88
76 C 2.648 3.003 -3.779  0.08
77 C 1.400 2.853 -3.192  -0.92
78 C 1.167 1.779 -2.182  -1.02
79 C 0.374 3.714 -3.559  0.07
80 C 0.583 4.718 -4.493  -0.86
81 H 3.849 4.126 -5.181  0.46
82 H 3.456 2.334 -3.495  0.41
83 H 0.392 2.073 -1.479  0.40
84 H 2.074 1.638 -1.606  0.35
85 H -0.598 3.610 -3.094  0.43
86 H -0.197 5.407 -4.771  0.46

* strongest force on any atom: 1.4 eV Å⁻¹
* E_tot: -91735.84338 eV
* highest occupied orbital energy (spin up / spin down): -9.4740 / -9.6643 eV
* charge: +1
* Kohn-Sham gap (spin up / spin down): 6.4 / 6.1 eV
* ΔE to the lowest compared entry with this formula, charge and spin: 64.91 kJ/mol
* 2S+1: 3

=====

# 4
Below is a molecular structure, C38H37FN3O3P2Ru, with properties calculated with the ωB97M-V functional and the def2-TZVPD basis.

Last column: Mulliken charge in e.
Geometry (Å):
1 Ru -0.566 0.166 0.251  1.00
2 C 1.736 2.266 -0.387  -0.36
3 P 0.911 0.947 -1.372  1.83
4 C 2.147 0.008 -2.285  0.36
5 C 3.512 0.252 -2.199  -0.13
6 C 4.403 -0.523 -2.927  -0.90
7 C 3.933 -1.550 -3.733  -0.49
8 C 2.571 -1.804 -3.810  -0.79
9 C 1.678 -1.028 -3.088  -0.20
10 C 0.112 1.938 -2.686  0.45
11 C 0.775 2.242 -3.876  -0.72
12 C 0.168 3.039 -4.834  -0.76
13 C -1.108 3.542 -4.618  -0.67
14 C -1.776 3.244 -3.440  -1.01
15 C -1.170 2.446 -2.479  -0.31
16 C 0.635 2.909 0.390  -0.12
17 C 0.570 4.313 0.773  -1.49
18 C -0.594 4.478 1.416  -0.92
19 C -1.245 3.176 1.451  0.02
20 C -2.390 2.867 2.044  -0.74
21 P -2.548 -0.738 1.230  -0.09
22 C -2.828 -2.486 0.866  1.04
23 C -1.912 -3.393 1.407  -0.28
24 C -2.048 -4.753 1.195  -0.53
25 C -3.111 -5.235 0.442  -0.54
26 C -4.034 -4.348 -0.092  -0.71
27 C -3.897 -2.983 0.118  -0.67
28 C -3.742 0.060 0.098  0.22
29 C -4.907 0.684 0.542  -0.41
30 C -5.737 1.344 -0.354  -0.65
31 C -5.406 1.402 -1.701  -0.62
32 C -4.247 0.788 -2.156  -0.74
33 C -3.424 0.115 -1.262  -0.50
34 N -0.420 2.243 0.770  1.84
35 H 2.290 2.997 -0.977  0.80
36 H 2.422 1.761 0.297  -0.42
37 H 3.890 1.038 -1.558  0.25
38 H 5.466 -0.329 -2.856  0.44
39 H 4.630 -2.159 -4.295  0.38
40 H 2.203 -2.616 -4.424  0.41
41 H 0.617 -1.246 -3.124  0.43
42 H 1.766 1.844 -4.058  0.44
43 H 0.691 3.265 -5.755  0.43
44 H -1.582 4.160 -5.370  0.39
45 H -2.774 3.627 -3.265  0.48
46 H -1.701 2.217 -1.564  0.46
47 H 1.332 5.048 0.562  0.59
48 H -0.997 5.377 1.855  0.52
49 H -2.964 3.636 2.546  0.30
50 H -2.740 1.847 2.079  0.01
51 H -1.068 -3.020 1.978  -0.06
52 H -1.320 -5.439 1.610  0.41
53 H -3.220 -6.299 0.273  0.36
54 H -4.866 -4.718 -0.677  0.39
55 H -4.629 -2.308 -0.303  0.33
56 H -5.166 0.647 1.594  0.48
57 H -6.646 1.816 0.001  0.40
58 H -6.054 1.921 -2.397  0.40
59 H -3.985 0.824 -3.207  0.49
60 H -2.544 -0.409 -1.628  0.84
61 C 1.121 -3.074 3.487  -1.11
62 C 2.443 -2.801 2.776  -1.13
63 C 2.839 -1.302 2.622  2.84
64 C 4.327 -1.217 2.265  -1.36
65 C 4.835 0.205 2.053  -1.01
66 C 2.602 -0.625 3.951  -0.55
67 O 3.350 -0.730 4.899  -0.66
68 N 1.437 0.085 4.036  0.18
69 C 0.466 0.264 3.042  -0.69
70 O -0.586 0.768 3.373  -0.64
71 N 0.769 -0.144 1.762  1.62
72 C 1.985 -0.731 1.491  -1.62
73 O 2.379 -0.865 0.347  -0.33
74 H 0.880 -4.136 3.437  0.50
75 H 0.293 -2.524 3.032  0.16
76 H 1.170 -2.797 4.541  0.30
77 H 2.431 -3.226 1.770  0.39
78 H 3.255 -3.283 3.324  0.44
79 H 4.489 -1.815 1.368  0.49
80 H 4.876 -1.679 3.086  0.49
81 H 4.345 0.673 1.198  -0.02
82 H 5.908 0.205 1.857  0.48
83 H 4.665 0.822 2.939  0.31
84 H 1.180 0.449 4.942  0.29
85 F -0.553 -1.630 -0.631  -0.75

* strongest force on any atom: 0.5 eV Å⁻¹
* E_tot: -74498.27766 eV
* highest occupied orbital energy (spin up / spin down): -7.0898 / -7.6973 eV
* Kohn-Sham gap (spin up / spin down): 6.3 / 6.5 eV
* ΔE to the lowest compared entry with this formula, charge and spin: 257.91 kJ/mol
* 2S+1: 2

=====

Among the records above, which one has the highest strongest force on any atom? C38H37FN3O2PS2TcTe

=====

Which of these has the lowest strongest force on any atom? C38H37FN3O3P2Ru